--- P ---
This record from the Open Molecules 2025 dataset describes an isolated ion of composition C2H6N5 and charge +1. The level of theory is ωB97M-V/def2-TZVPD.

Bonds (Å) are listed after each position.
Positions of all 13 atoms, in Å:
1 N -1.710 0.024 -0.488  C2 1.504, H8 1.033, H9 1.030, H10 1.032
2 C -0.852 0.508 0.650  N1 1.504, N3 1.413, H11 1.096, H12 1.095
3 N 0.493 0.207 0.334  C2 1.413, N4 1.331, N7 1.332
4 N 0.962 -1.038 0.306  N3 1.331, C5 1.310
5 C 2.187 -0.866 -0.125  N4 1.310, N6 1.353, H13 1.069
6 N 2.445 0.441 -0.362  C5 1.353, N7 1.262
7 N 1.397 1.089 -0.088  N3 1.332, N6 1.262
8 H -1.521 -0.979 -0.645  N1 1.033
9 H -2.712 0.149 -0.287  N1 1.030
10 H -1.484 0.538 -1.355  N1 1.032
11 H -1.157 -0.013 1.564  C2 1.096
12 H -0.947 1.592 0.767  C2 1.095
13 H 2.898 -1.651 -0.272  C5 1.069

Calculated values
LUMO: -4.20 eV
HOMO: -15.0 eV
structure (SMILES): [NH3+]Cn1ncnn1
frontier orbital gap: 10.79 eV
total charge: +1
molecular weight: 100.1 g/mol

These are the natural (NBO) partial charges, in e, on atoms 1 to 6:
1. N -0.682
2. C -0.059
3. N -0.080
4. N -0.267
5. C 0.136
6. N -0.197

=====

--- Q ---
This record from the Open Molecules 2025 dataset describes an isolated ion of composition C2H6N5 and charge +1. The level of theory is ωB97M-V/def2-TZVPD.

Bonds (Å) are listed after each position.
Positions of all 13 atoms, in Å:
1 N 0.071 0.428 -1.756  N2 1.343, H8 1.015, H9 1.015
2 N 0.278 0.123 -0.465  N1 1.343, N3 1.384, C6 1.481
3 N 1.439 -0.297 0.161  N2 1.384, C4 1.330, H10 1.011
4 C 1.140 -0.590 1.423  N3 1.330, N5 1.315, H11 1.073
5 N -0.136 -0.428 1.696  C4 1.315, C6 1.319
6 C -0.739 0.001 0.605  N2 1.481, N5 1.319, N7 1.309
7 N -1.996 0.291 0.384  C6 1.309, H12 1.009, H13 1.009
8 H 0.147 -0.352 -2.403  N1 1.015
9 H 0.555 1.257 -2.086  N1 1.015
10 H 2.340 -0.324 -0.298  N3 1.011
11 H 1.864 -0.912 2.148  C4 1.073
12 H -2.674 0.224 1.128  N7 1.009
13 H -2.289 0.579 -0.537  N7 1.009

Calculated values
LUMO: -3.58 eV
HOMO: -14.2 eV
structure (SMILES): Nn1[nH]cnc1=[NH2+]
frontier orbital gap: 10.60 eV
total charge: +1
molecular weight: 100.1 g/mol

These are the natural (NBO) partial charges, in e, on atoms 1 to 6:
1. N -0.625
2. N -0.077
3. N -0.345
4. C 0.296
5. N -0.481
6. C 0.604

=====

The data favor Q; the next most stable structure lies 0.0350 hartree above it.

=====

--- P ---
This record from the Open Molecules 2025 dataset describes C2H4BrN in the gas phase. The level of theory is ωB97M-V/def2-TZVPD.

Bonds (Å) are listed after each position.
Positions of all 8 atoms, in Å:
1 C 0.415 -0.469 0.059  N2 1.649, H5 1.110, H6 1.096, H7 1.195
2 N -1.225 -0.523 0.226  C1 1.649, C3 1.209
3 C -2.054 0.025 -0.463  N2 1.209, Br4 1.920, H8 1.168
4 Br -3.903 -0.075 0.043  C3 1.920
5 H 0.870 -0.022 -0.849  C1 1.110
6 H 0.507 -1.550 0.213  C1 1.096
7 H 0.728 0.134 1.043  C1 1.195
8 H -1.939 0.691 -1.416  C3 1.168

Calculated values
LUMO: 0.80 eV
HOMO: -9.9 eV
structure (SMILES): C/N=C/Br
frontier orbital gap: 10.66 eV
molecular weight: 122.0 g/mol

These are the natural (NBO) partial charges, in e, on atoms 1 to 6:
1. C -0.436
2. N -0.427
3. C 0.041
4. Br -0.008
5. H 0.204
6. H 0.227

=====

--- Q ---
This record from the Open Molecules 2025 dataset describes a 2-piece molecular cluster, C2H4BrN overall. The level of theory is ωB97M-V/def2-TZVPD.

Bonds (Å) are listed after each position.
Positions of all 8 atoms, in Å:
1 C 0.502 -0.714 0.286  C2 1.500, N3 1.403, H5 1.176, H6 1.032
2 C 0.340 0.672 -0.265  C1 1.500, N3 1.395, H7 1.035, H8 1.091
3 N -0.244 0.279 0.940  C1 1.403, C2 1.395
4 Br -2.721 0.144 -0.142  no bonds
5 H -0.109 -1.601 -0.186  C1 1.176
6 H 1.416 -0.876 0.738  C1 1.032
7 H 1.221 1.210 -0.338  C2 1.035
8 H -0.406 0.887 -1.033  C2 1.091

Calculated values
LUMO (spin up / spin down): -3.08 / -3.08 eV
HOMO (spin up / spin down): -9.9 / -9.9 eV
frontier orbital gap (spin up / spin down): 6.84 / 6.83 eV
molecular weight: 122.0 g/mol

These are the natural (NBO) partial charges, in e, on atoms 1 to 6:
1. C -0.341
2. C -0.347
3. N -0.054
4. Br -0.246
5. H 0.261
6. H 0.234

=====

The data favor P; the next most stable structure lies 0.1054 hartree above it.

=====

--- P ---
This record from the Open Molecules 2025 dataset describes an isolated ion of composition C6H12 and charge -1. The level of theory is ωB97M-V/def2-TZVPD.

Bonds (Å) are listed after each position.
Positions of all 18 atoms, in Å:
1 C 1.538 -1.826 -0.150  C2 1.527, H7 1.097, H8 1.059, H9 1.128
2 C 0.928 -1.248 -1.425  C1 1.527, C3 1.572, H10 1.206, H11 1.118
3 C -0.447 -0.726 -0.867  C2 1.572, C4 1.523, H12 1.192, H13 1.025
4 C -0.149 0.453 0.049  C3 1.523, C5 1.324, H14 0.976
5 C -1.074 1.076 0.761  C4 1.324, C6 1.524, H15 1.078
6 C -1.000 2.383 1.541  C5 1.524, H16 1.099, H17 1.190, H18 1.175
7 H 1.388 -1.232 0.760  C1 1.097
8 H 2.582 -1.920 -0.304  C1 1.059
9 H 1.194 -2.853 0.164  C1 1.128
10 H 0.659 -2.238 -2.057  C2 1.206
11 H 1.594 -0.561 -2.003  C2 1.118
12 H -1.083 -1.603 -0.371  C3 1.192
13 H -0.912 -0.356 -1.703  C3 1.025
14 H 0.791 0.674 0.193  C4 0.976
15 H -2.114 0.799 0.694  C5 1.078
16 H 0.037 2.573 1.852  C6 1.099
17 H -1.640 2.751 2.475  C6 1.190
18 H -1.272 3.290 0.845  C6 1.175

Calculated values
LUMO (spin up / spin down): 3.97 / 3.86 eV
HOMO (spin up / spin down): 1.4 / -5.2 eV
expectation value of S²: 0.75
frontier orbital gap (spin up / spin down): 2.53 / 9.10 eV
multiplicity: 2
total charge: -1
molecular weight: 84.2 g/mol

These are the natural (NBO) partial charges, in e, on atoms 1 to 6:
1. C -0.665
2. C -0.419
3. C -0.453
4. C -0.346
5. C -0.310
6. C -1.090

=====

--- Q ---
This record from the Open Molecules 2025 dataset describes an isolated ion of composition C6H12 and charge -1. The level of theory is ωB97M-V/def2-TZVPD.

Bonds (Å) are listed after each position.
Positions of all 18 atoms, in Å:
1 C -2.297 -0.645 0.234  C2 1.453, H7 1.094, H8 1.194, H9 1.114
2 C -1.482 0.441 -0.282  C1 1.453, C3 1.611, H10 1.114, H11 1.094
3 C 0.076 0.284 0.096  C2 1.611, C4 1.429, C5 1.487, H15 1.030
4 C 0.465 0.463 1.459  C3 1.429, H12 1.072, H13 1.059
5 C 0.956 -0.435 -0.862  C3 1.487, C6 1.554, H14 1.113
6 C 2.433 0.035 -0.974  C5 1.554, H16 1.098, H17 1.064, H18 1.144
7 H -1.905 -1.536 -0.267  C1 1.094
8 H -2.101 -0.734 1.408  C1 1.194
9 H -3.410 -0.695 0.243  C1 1.114
10 H -1.629 1.514 -0.021  C2 1.114
11 H -1.331 0.498 -1.364  C2 1.094
12 H 0.652 1.403 1.939  C4 1.072
13 H 0.645 -0.425 2.008  C4 1.059
14 H 0.809 -1.507 -1.121  C5 1.113
15 H 0.315 1.286 0.107  C3 1.030
16 H 3.075 -0.645 -1.550  C6 1.098
17 H 2.620 1.075 -1.098  C6 1.064
18 H 2.108 -0.377 0.043  C6 1.144

Calculated values
LUMO (spin up / spin down): 4.38 / 4.35 eV
HOMO (spin up / spin down): -0.7 / -0.6 eV
expectation value of S²: 0.76
frontier orbital gap (spin up / spin down): 5.09 / 4.93 eV
multiplicity: 2
total charge: -1
molecular weight: 84.2 g/mol

These are the natural (NBO) partial charges, in e, on atoms 1 to 6:
1. C -0.640
2. C -0.437
3. C -0.363
4. C -0.944
5. C -0.246
6. C -0.733

=====

The data favor P; the next most stable structure lies 0.1124 hartree above it.

=====

--- P ---
This record from the Open Molecules 2025 dataset describes BrH3NP in the gas phase. The level of theory is ωB97M-V/def2-TZVPD.

Bonds (Å) are listed after each position.
Positions of all 6 atoms, in Å:
1 N 0.684 -0.440 -0.271  P2 1.854, H4 1.035, H5 0.992
2 P -0.412 0.964 0.247  N1 1.854, Br3 2.169, H6 1.512
3 Br -2.201 -0.263 0.237  P2 2.169
4 H 1.426 -0.092 -0.903  N1 1.035
5 H 0.281 -1.065 -0.928  N1 0.992
6 H 0.221 0.896 1.618  P2 1.512

Calculated values
LUMO: 0.40 eV
HOMO: -9.0 eV
structure (SMILES): NPBr
frontier orbital gap: 9.42 eV
molecular weight: 127.9 g/mol

Charges obtained by natural (NBO) population analysis, quoted in units of e:
1. N -1.120
2. P 0.628
3. Br -0.208
4. H 0.365
5. H 0.371
6. H -0.035

=====

--- Q ---
This record from the Open Molecules 2025 dataset describes a 2-piece molecular cluster, BrH3NP overall. The level of theory is ωB97M-V/def2-TZVPD.

Bonds (Å) are listed after each position.
Positions of all 6 atoms, in Å:
1 N 1.317 0.486 0.636  H4 1.025, H5 1.090
2 P -1.194 -0.888 0.102  Br3 2.164, H6 1.383
3 Br -2.684 0.682 0.081  P2 2.164
4 H 1.389 0.852 -0.318  N1 1.025
5 H 2.094 -0.268 0.753  N1 1.090
6 H -0.922 -0.864 -1.254  P2 1.383

Calculated values
LUMO: -1.93 eV
HOMO: -8.6 eV
frontier orbital gap: 6.70 eV
molecular weight: 127.9 g/mol

Charges obtained by natural (NBO) population analysis, quoted in units of e:
1. N -0.899
2. P 0.473
3. Br -0.163
4. H 0.321
5. H 0.332
6. H -0.065

=====

The data favor P; the next most stable structure lies 0.1136 hartree above it.